Molecular formula: C3H6N2O3
Method: DFT, ωB97M-V with the def2-TZVPD basis set

Bonds (Å) are listed after each position.
Element x y z (Å)
1 C -2.04 -0.27 -0.37  O2 1.401, H9 1.204, H10 1.189, H11 1.270
2 O -0.81 -0.15 -1.02  C1 1.401, C3 1.407
3 C 0.25 0.47 -0.33  O2 1.407, N4 1.228, O6 1.382
4 N 1.44 0.47 -0.63  C3 1.228, N5 1.390
5 N 1.71 -0.06 -1.89  N4 1.390, H12 1.074, H13 1.208
6 O -0.05 0.97 0.92  C3 1.382, C7 1.344
7 C -0.03 0.03 1.88  O6 1.344, O8 1.203, H14 1.129
8 O -0.09 -1.15 1.64  C7 1.203
9 H -2.07 0.54 0.52  C1 1.204
10 H -2.14 -1.39 0.01  C1 1.189
11 H -2.84 0.07 -1.30  C1 1.270
12 H 0.84 -0.66 -2.04  N5 1.074
13 H 2.48 -0.98 -1.79  N5 1.208
14 H 0.13 0.58 2.85  C7 1.129

Calculated values
SMILES   CO/C(=N\N)OC=O
Calculated total energy   -453.020041 a.u.
Highest occupied orbital energy   -9.30 eV
Kohn-Sham gap   10.10 eV

natural (NBO) population analysis, charges in e, atoms 1 to 4:
1 C -0.283
2 O -0.546
3 C 0.725
4 N -0.312